Entry 1:
ORCA calculation (ωB97M-V/def2-TZVPD) on a molecular structure, C50H36CoN4O3P2S2Te at a distorted geometry.

For the frontier orbital gap (spin up / spin down), the calculation gives 5.9678 / 5.7383 eV. The value obtained for the HOMO energy (spin up / spin down) is -9.1435 / -10.6641 eV. The charge is +1. As for the LUMO energy (spin up / spin down): -3.2 / -4.9 eV. As for the largest force on an atom: 4.33 eV/A. Its spin multiplicity is 5. The value obtained for the energy above the lowest of the compared OMol25 structures with the same formula, charge and spin is 3.107 eV.

Structure (XYZ):
```
99
C50H36CoN4O3P2S2Te ωB97M-V/def2-TZVPD
Co 0.4115 -1.3978 -0.7004
S 7.3217 -0.4470 -2.6236
C 7.5434 -0.9866 -4.2272
C 6.4272 -1.5217 -4.8269
C 5.3509 -1.5967 -3.8582
C 5.7146 -1.1306 -2.6017
C 4.7550 -1.0619 -1.5156
C 3.4111 -1.2078 -1.7427
N 2.4989 -1.1219 -0.7488
C 2.9779 -0.9949 0.4926
C 4.3055 -1.0058 0.8542
C 4.7003 -0.9651 2.2166
C 3.7711 -1.2940 3.1935
C 2.4301 -1.4323 2.8456
C 1.3402 -1.8581 3.6205
C 0.0539 -1.6945 3.2911
C -0.3312 -0.7885 2.1534
N 0.7509 -0.9586 1.1330
C 2.0156 -1.0545 1.4881
C -1.2526 -0.2984 4.8166
C -2.5353 -0.2185 5.5461
C -2.7350 0.0258 6.9273
C -1.6392 0.0488 7.7156
S -0.2445 -0.2521 6.7974
C 5.2223 -1.0237 -0.2054
H 8.5127 -0.7678 -4.6992
H 6.4450 -1.8616 -5.8290
H 4.3960 -2.0909 -4.0305
H 3.0947 -1.4433 -2.7489
H 5.7122 -0.8386 2.4889
H 4.0608 -1.4482 4.2379
H 1.5691 -2.3106 4.5771
H -2.3938 -0.2456 1.6763
H -3.4054 -0.3998 4.8714
H -3.7439 0.1282 7.3843
H -1.6452 0.3305 8.7622
H 6.2994 -1.1049 -0.0011
Te -3.6320 1.2376 -1.5572
C -3.5878 3.2248 -0.7144
C -3.3346 3.3451 0.6730
C -3.2672 4.6254 1.1603
N -3.4329 5.6993 0.4270
C -3.7067 5.6186 -0.8663
C -3.8404 4.3576 -1.5055
C -1.8407 0.3166 -0.9206
P -1.6889 -1.3735 -0.3101
C -1.7505 -1.1449 1.6132
C -2.5725 -2.1824 2.3675
C -2.3287 -2.2844 3.7360
C -1.0312 -1.7695 4.2967
C -0.9177 0.8468 3.9768
C -0.3652 0.6027 2.7504
C -3.0635 -2.3518 -0.9645
C -4.3190 -2.0919 -0.4859
C -5.4047 -2.6778 -1.0711
C -5.2136 -3.6900 -2.0538
C -3.9211 -3.9285 -2.5268
C -2.8307 -3.2297 -2.0029
P -0.1847 0.5406 -1.4642
C -0.3117 1.0893 -3.1524
C 0.0190 2.3989 -3.5621
C -0.1958 2.7707 -4.9096
C -0.5806 1.8929 -5.9009
C -0.8448 0.5720 -5.4398
C -0.8247 0.2141 -4.0831
C 0.8394 1.8512 -0.8202
C 2.1561 2.0011 -1.3180
C 2.9122 3.0469 -0.7726
C 2.4003 3.8235 0.2514
C 1.1530 3.5952 0.8113
C 0.3558 2.5875 0.2811
H -3.1337 2.4467 1.2731
H -3.1889 4.7317 2.2538
H -3.9049 6.5670 -1.4608
H -3.8490 4.2563 -2.6023
H -3.3264 -2.7411 1.8145
H -3.1391 -2.5756 4.4904
H -0.8115 -2.3361 5.2079
H -1.0906 1.8367 4.4413
H -0.0649 1.4511 2.1789
H -4.4618 -1.3164 0.2773
H -6.4127 -2.3589 -0.8792
H -6.0947 -4.1831 -2.5123
H -3.7520 -4.5564 -3.4078
H -1.8498 -3.3325 -2.4604
H 0.2736 3.1795 -2.8725
H 0.0872 3.7846 -5.1600
H -0.6193 2.1993 -6.9611
H -1.2829 -0.1758 -6.0790
H -1.3709 -0.6662 -3.6933
H 2.5652 1.4140 -2.1569
H 3.9723 3.1869 -1.1610
H 2.9387 4.6977 0.5204
H 0.7303 4.2920 1.5410
H -0.7014 2.4576 0.5499
O 1.2132 -3.7315 -0.3582
N 0.6357 -3.9438 -1.4542
O 0.2059 -5.0119 -1.8484
O 0.4224 -2.8166 -2.1542
```

Results of the Löwdin charge analysis, in e, for atoms 1 through 4: 0.21 1.05 -0.42 -0.13

Entry 2:
ORCA calculation (ωB97M-V/def2-TZVPD) on a molecular structure, C50H36F6NO5P2ReS3 at a distorted geometry.

For the frontier orbital gap (spin up / spin down), the calculation gives 6.1238 / 5.2091 eV. The value obtained for the HOMO energy (spin up / spin down) is -15.7610 / -15.7444 eV. The charge is +3. As for the LUMO energy (spin up / spin down): -9.6 / -10.5 eV. As for the largest force on an atom: 1.29 eV/A. Its spin multiplicity is 4. The value obtained for the energy above the lowest of the compared OMol25 structures with the same formula, charge and spin is 0.000 eV.

Structure (XYZ):
```
104
C50H36F6NO5P2ReS3 ωB97M-V/def2-TZVPD
Re -0.3003 0.9558 -0.8877
O 0.2106 2.5758 1.6111
S -0.2121 1.1773 1.4622
C 0.8760 0.1241 2.3690
C 0.4460 -0.2708 3.6283
C 1.2873 -0.8886 4.5597
C 2.5989 -1.0784 4.2190
C 3.7535 -1.6455 5.0019
C 4.9689 -1.5475 4.0432
C 4.4021 -0.9995 2.7582
C 4.9880 -0.7625 1.5445
C 4.1850 -0.2476 0.5202
C 2.8422 0.0741 0.6828
P 2.1020 0.8048 -0.7739
C 2.6938 2.5137 -0.8149
C 2.0700 3.4416 -1.6515
C 2.4933 4.7605 -1.6939
C 3.5543 5.1622 -0.8961
C 4.1923 4.2409 -0.0715
C 3.7611 2.9260 -0.0126
C 2.6969 -0.1114 -2.2012
C 2.9345 0.5749 -3.3958
C 3.3154 -0.1311 -4.5245
C 3.4475 -1.5142 -4.4683
C 3.2341 -2.1942 -3.2726
C 2.8453 -1.4997 -2.1392
C 2.2144 -0.1337 1.9376
C 3.0330 -0.7124 2.9247
C -1.7590 0.8883 2.2066
C -2.1040 1.7992 3.1805
C -3.1843 1.5701 4.0480
C -3.8701 0.3900 3.9245
C -4.9984 -0.1955 4.7355
C -5.3478 -1.5348 4.0276
C -4.3559 -1.6453 2.8966
C -4.1570 -2.6176 1.9498
C -3.1811 -2.3955 0.9679
C -2.3792 -1.2613 0.9280
P -1.4591 -1.1227 -0.6197
C -2.6920 -1.0951 -1.9220
C -3.9779 -0.6172 -1.6369
C -4.9410 -0.6241 -2.6287
C -4.6321 -1.0985 -3.8994
C -3.3520 -1.5570 -4.1924
C -2.3717 -1.5267 -3.2210
C -0.4358 -2.6059 -0.7119
C -0.7488 -3.7186 -1.4994
C 0.0283 -4.8645 -1.3978
C 1.0925 -4.9157 -0.5065
C 1.3826 -3.8233 0.3026
C 0.6287 -2.6706 0.1965
C -2.5067 -0.2873 1.9517
C -3.5320 -0.5055 2.8826
H -0.5759 -0.0818 3.9282
H 0.8968 -1.1764 5.5275
H 3.5510 -2.6748 5.3006
H 3.9087 -1.0878 5.9255
H 5.4594 -2.5085 3.8889
H 5.7364 -0.8778 4.4321
H 6.0350 -0.9691 1.3611
H 4.6399 -0.0959 -0.4525
H 1.2652 3.1379 -2.2950
H 2.0003 5.4651 -2.3538
H 3.8866 6.1928 -0.9123
H 5.0353 4.5503 0.5338
H 4.2574 2.2403 0.6590
H 2.8571 1.6575 -3.4337
H 3.5214 0.3978 -5.4488
H 3.7221 -2.0646 -5.3597
H 3.3836 -3.2666 -3.2216
H 2.6866 -2.0270 -1.2116
H -1.4985 2.6934 3.2953
H -3.4229 2.2973 4.8139
H -5.8492 0.4835 4.7886
H -4.6786 -0.3568 5.7659
H -6.3683 -1.5369 3.6423
H -5.2795 -2.3905 4.6988
H -4.7505 -3.5227 1.9245
H -3.0750 -3.1385 0.1835
H -4.2295 -0.2634 -0.6443
H -5.9391 -0.2635 -2.4091
H -5.3894 -1.0895 -4.6734
H -3.1125 -1.9109 -5.1870
H -1.3611 -1.8204 -3.4701
H -1.5992 -3.7163 -2.1606
H -0.2119 -5.7273 -2.0062
H 1.6879 -5.8175 -0.4296
H 2.1923 -3.8817 1.0222
H 0.8451 -1.8179 0.8306
F 0.8562 3.2380 -4.5159
C -0.2222 2.6231 -4.9742
F 0.1061 1.6181 -5.7510
F -1.0305 3.4557 -5.5635
S -1.1388 1.8486 -3.5530
O -0.2138 0.7580 -3.0881
O -2.4241 1.4831 -4.0196
N -1.1173 2.8844 -2.3190
S -2.4410 2.9852 -1.3897
O -2.2293 1.8956 -0.3676
O -3.7111 3.0221 -2.0086
C -2.1520 4.6404 -0.5547
F -1.6348 5.4389 -1.4607
F -1.3315 4.4684 0.4527
F -3.3233 5.0492 -0.1615
```

Results of the Löwdin charge analysis, in e, for atoms 1 through 4: 1.23 -0.36 0.82 -0.28

Entry 3:
ORCA calculation (ωB97M-V/def2-TZVPD) on a molecular structure, C50H38CuN4O6S6 at a distorted geometry.

For the frontier orbital gap, the calculation gives 7.0457 eV. The value obtained for the HOMO energy is -5.0402 eV. The charge is -1. As for the LUMO energy: 2.0 eV. As for the largest force on an atom: 1.52 eV/A. The value obtained for the energy above the lowest of the compared OMol25 structures with the same formula, charge and spin is 2.133 eV.

Structure (XYZ):
```
105
C50H38CuN4O6S6 ωB97M-V/def2-TZVPD
Cu 1.2202 0.6246 -0.7834
C -2.9627 -3.3092 -5.8391
C -2.6925 -2.7999 -4.4477
C -1.3868 -2.6780 -3.9739
C -1.1294 -2.2412 -2.6855
C -2.1931 -1.9392 -1.8461
C -3.4996 -2.0381 -2.2956
C -3.7392 -2.4636 -3.5969
S -1.9884 -1.3326 -0.1668
O -3.2837 -1.6462 0.5146
C -0.8234 -2.5583 0.4899
C -0.8353 -3.8950 0.0167
C -0.1984 -4.8777 0.7042
C 0.4611 -4.5903 1.9249
C 1.0580 -5.6200 2.6945
C 1.6239 -5.3487 3.9051
C 1.6163 -4.0273 4.4034
C 1.0551 -3.0171 3.6771
C 0.4760 -3.2619 2.4047
C -0.1638 -2.2234 1.6453
C -0.3585 -0.8949 2.3207
C -1.5161 -0.8348 3.1858
C -2.4161 -1.9291 3.3048
C -3.4879 -1.8696 4.1455
C -3.7310 -0.7176 4.9238
C -2.8929 0.3517 4.8269
C -1.7761 0.3171 3.9562
C -0.9133 1.4303 3.8372
C 0.1613 1.3746 3.0172
C 0.4714 0.1980 2.2769
S 2.0662 0.6867 1.4479
O 2.6607 -0.1637 0.3086
C 3.1472 0.2053 2.8134
C 3.7401 -1.0474 2.7879
C 4.7509 -1.3420 3.6866
C 5.2109 -0.3880 4.5929
C 6.3639 -0.6975 5.5097
C 4.6174 0.8689 4.5900
C 3.6010 1.1735 3.6950
H -2.1322 -3.0845 -6.5089
H -3.8695 -2.8663 -6.2527
H -3.0987 -4.3935 -5.8356
H -0.5520 -2.9161 -4.6243
H -0.1124 -2.1359 -2.3315
H -4.3110 -1.7944 -1.6227
H -4.7613 -2.5368 -3.9524
H -1.3772 -4.1334 -0.8859
H -0.2136 -5.8990 0.3410
H 1.0354 -6.6324 2.3082
H 2.0639 -6.1446 4.4928
H 2.0617 -3.8119 5.3665
H 1.0500 -2.0096 4.0709
H -2.2680 -2.8153 2.7072
H -4.1689 -2.7091 4.1987
H -4.5850 -0.6849 5.5885
H -3.0628 1.2487 5.4106
H -1.1369 2.3384 4.3835
H 0.7827 2.2538 2.8889
H 3.4319 -1.7764 2.0523
H 5.2027 -2.3279 3.6712
H 6.3064 -1.7191 5.8872
H 6.3867 -0.0175 6.3609
H 7.3132 -0.5983 4.9787
H 4.9670 1.6290 5.2789
H 3.1597 2.1632 3.6890
N -2.1367 2.5818 -7.9607
C -1.4988 2.2486 -6.7640
C -0.2285 2.7502 -6.4768
C 0.3994 2.4300 -5.2881
C -0.2482 1.6229 -4.3614
C -1.5207 1.1400 -4.6253
C -2.1477 1.4598 -5.8156
S 0.6652 0.9789 -3.0092
O 1.5675 2.0465 -2.5762
O -0.3693 0.5644 -1.9998
N 1.4488 -0.2000 -3.6949
C 1.8996 -1.3019 -3.0522
S 2.9993 -2.3326 -3.9456
C 3.0808 -3.4007 -2.5909
C 2.2987 -2.9242 -1.5981
N 1.6206 -1.7575 -1.8539
H -1.5251 2.8659 -8.7075
H -2.8461 1.9354 -8.2630
H 0.2717 3.3859 -7.1988
H 1.3891 2.8059 -5.0651
H -2.0300 0.5361 -3.8843
H -3.1454 1.0858 -6.0170
H 3.6845 -4.2926 -2.6033
H 2.1772 -3.3936 -0.6343
O -3.4047 5.5070 -1.6487
S -2.8992 5.2533 -0.3256
O -3.8589 5.1479 0.7439
N -1.8774 3.9872 -0.3119
C -0.6656 4.3283 0.0639
S 0.6343 3.2896 0.2958
C -0.5020 5.8155 0.3053
C 0.6290 6.5266 0.6672
C 0.5197 7.9029 0.8225
C -0.6969 8.5538 0.6200
C -1.8302 7.8377 0.2568
C -1.6958 6.4713 0.1049
H 1.5633 6.0011 0.8179
H 1.3919 8.4816 1.1013
H -0.7579 9.6279 0.7455
H -2.7810 8.3283 0.0936
```

Results of the Löwdin charge analysis, in e, for atoms 1 through 4: 0.17 -0.06 -0.28 -0.02

Entry 4:
ORCA calculation (ωB97M-V/def2-TZVPD) on a molecular structure, C50H41N4O4SSr at a distorted geometry.

For the frontier orbital gap, the calculation gives 6.5089 eV. The value obtained for the HOMO energy is -4.9663 eV. The charge is -1. As for the LUMO energy: 1.5 eV. As for the largest force on an atom: 1.14 eV/A. The value obtained for the energy above the lowest of the compared OMol25 structures with the same formula, charge and spin is 0.000 eV.

Structure (XYZ):
```
101
C50H41N4O4SSr ωB97M-V/def2-TZVPD
Sr 0.0197 0.1648 -0.2215
C 0.9312 -3.4056 -6.3505
C 1.6201 -3.2637 -5.0076
C 2.8970 -4.0716 -4.8790
O 1.9354 -1.9070 -4.7544
C 0.9594 -1.3888 -3.8331
C 0.7672 -2.6473 -2.9565
O 0.6962 -3.6333 -4.0016
C -0.3955 -2.8765 -1.9445
O -0.2276 -1.9734 -0.9319
C -0.2447 -4.3183 -1.3983
C -0.3720 -5.4799 -2.1626
C -0.2322 -6.7344 -1.5883
C 0.0415 -6.8652 -0.2332
C 0.1702 -5.7207 0.5370
C 0.0260 -4.4666 -0.0425
C -1.7968 -2.6580 -2.5489
C -2.7882 -3.6270 -2.6162
C -4.0682 -3.3199 -3.0721
C -4.3808 -2.0349 -3.4735
C -3.4001 -1.0501 -3.4027
C -2.1325 -1.3562 -2.9401
C 1.4510 0.0077 -3.3324
O 0.5740 0.4904 -2.4009
C 2.8393 -0.0606 -2.6626
C 3.9676 0.5987 -3.1331
C 5.1649 0.5941 -2.4223
C 5.2672 -0.0847 -1.2241
C 4.1493 -0.7538 -0.7364
C 2.9560 -0.7280 -1.4370
C 1.4622 0.9320 -4.5760
C 2.2156 0.6977 -5.7293
C 2.1527 1.5604 -6.8128
C 1.3357 2.6818 -6.7750
C 0.5838 2.9254 -5.6379
C 0.6457 2.0583 -4.5544
H 1.6030 -3.1328 -7.1653
H 0.0602 -2.7515 -6.3684
H 0.5967 -4.4319 -6.5100
H 3.6509 -3.7282 -5.5888
H 2.7058 -5.1298 -5.0617
H 3.2907 -3.9469 -3.8709
H 0.0256 -1.1978 -4.3739
H 1.6824 -2.8077 -2.3752
H -0.5830 -5.3985 -3.2189
H -0.3384 -7.6162 -2.2096
H 0.1538 -7.8463 0.2124
H 0.3866 -5.7974 1.5981
H 0.1179 -3.5586 0.5357
H -2.5761 -4.6385 -2.2976
H -4.8207 -4.0993 -3.1064
H -5.3755 -1.7952 -3.8298
H -3.6216 -0.0328 -3.7046
H -1.3897 -0.5714 -2.8556
H 3.9108 1.1485 -4.0621
H 6.0174 1.1349 -2.8161
H 6.1968 -0.0902 -0.6686
H 4.2024 -1.2938 0.2018
H 2.1174 -1.2753 -1.0174
H 2.8545 -0.1716 -5.7785
H 2.7493 1.3471 -7.6925
H 1.2852 3.3543 -7.6229
H -0.0612 3.7949 -5.5846
H 0.0617 2.2291 -3.6611
S 0.0883 3.9657 3.5301
C -0.7186 2.6736 4.3096
C -0.8510 1.6061 3.4723
C -0.3090 1.7530 2.1456
C 0.2284 3.0180 2.0741
C 0.8973 3.6147 0.9036
C 1.2265 4.9746 0.8425
C 1.8529 5.4779 -0.2797
C 2.1402 4.6256 -1.3377
C 1.7733 3.2973 -1.2040
N 1.1776 2.7989 -0.1242
H -1.0524 2.7558 5.3330
H -1.3472 0.6983 3.8030
H 0.9805 5.6295 1.6671
H 2.1081 6.5299 -0.3311
H 2.6230 4.9666 -2.2426
H 1.9515 2.5832 -2.0006
N 0.9206 -8.1833 7.5941
C 0.5758 -7.3718 6.8565
C 0.1400 -6.3576 5.9350
C -1.1885 -6.3138 5.5248
C -1.6082 -5.3372 4.6421
C -0.7044 -4.3936 4.1563
C 0.6284 -4.4441 4.5644
C 1.0460 -5.4185 5.4502
N -1.1354 -3.4097 3.2518
C -2.3545 -3.3480 2.5926
C -2.2855 -2.2702 1.7757
N -1.0630 -1.6519 1.9015
C -0.4109 -2.3424 2.7842
H -1.8950 -7.0420 5.8975
H -2.6435 -5.3120 4.3404
H 1.3542 -3.7401 4.1879
H 2.0812 -5.4534 5.7594
H -3.1260 -4.0813 2.7281
H -3.0265 -1.9353 1.0699
H 0.5865 -2.1350 3.1311
```

Results of the Löwdin charge analysis, in e, for atoms 1 through 4: 1.48 0.02 -0.60 0.02